[1]
Entry from OMol25: a cluster of 16 separate species, C84H214N14O30 in total in a non-equilibrium geometry (ωB97M-V/def2-TZVPD).

Results
Kohn-Sham gap: 7.9 eV
LUMO energy: 0.38 eV
ΔE to the lowest compared entry with this formula, charge and spin: 59.5 kcal per mole

ORCA input file:
```
! RIJCOSX wB97M-V def2-TZVPD def2/J DEFGRID3
* xyz 0 1
C 5.4360 -3.1194 -2.7127
C -0.4644 -5.4057 -5.5556
H -2.9793 5.3258 -4.0599
H 1.4846 -1.2421 1.6226
H -5.5270 5.6243 9.8436
H -0.3114 -5.2297 1.2268
H -4.1576 -0.3464 2.8725
C -2.9142 1.5945 4.2884
N 0.6203 -0.6358 -0.0717
C 4.9220 5.8883 -0.1608
C -0.4195 -1.9638 1.5899
H 1.5668 3.6665 2.1585
H 4.7081 -6.9679 -0.2673
H -7.2406 -1.3425 5.5714
N -2.6254 -5.0598 -4.0975
H 1.9629 4.8619 -7.2145
H 7.1539 4.5867 0.0400
H -3.2160 -8.9526 3.5421
H -8.8002 1.7750 6.0424
O 4.7797 -0.6735 -2.1096
C 5.8030 -1.5931 -2.5713
C -2.0233 -5.3133 -5.3967
C 5.5373 2.6344 -5.1995
H 1.6502 -7.7550 2.1619
C 1.5588 0.6225 5.4218
C 0.0191 -5.8392 5.7340
C 1.9089 -2.2911 -5.8888
C 1.8030 0.0382 -0.5111
H 5.9604 -1.7607 2.2626
O 3.0754 3.0359 -4.7435
H 1.7229 4.2327 -5.8586
C -3.8373 -2.7336 4.5542
C 5.0241 -5.9251 -0.2970
H -7.3970 2.1771 0.6630
C -5.5728 0.9996 1.8063
C 6.0169 3.1449 1.1046
H 3.9510 -1.7505 -5.2862
C -4.3844 -7.3764 1.2291
H 3.3938 0.9864 -5.5009
C -2.6111 4.3858 -0.5988
H -3.8900 -6.5737 -1.2498
H 1.1898 -2.4197 -3.2650
N 5.1331 2.9122 -6.6345
H 5.7487 -2.1922 -7.6888
C 6.6135 4.5690 0.9864
C -2.2463 5.3097 -4.8664
H -0.6444 -1.9036 2.6548
O -0.0707 -6.4272 -4.6984
H 6.5913 4.3540 -7.0508
C 3.0921 -6.4680 5.9632
O -3.9682 -3.4085 -2.0690
O 1.8489 5.9968 -4.1787
O -4.1186 1.6996 3.5590
C 4.4304 3.2559 -4.3807
H -6.5026 0.7894 5.6470
H -2.1149 0.3764 -0.1295
H -4.4547 -1.8393 -1.1070
C 0.0126 -7.7401 -0.8420
H -4.3987 6.3085 3.4087
H 1.7375 -3.3151 -5.5571
H 2.2342 -4.3161 0.1673
H 0.5894 -0.8394 -3.2471
H -1.8665 -0.5580 -2.5417
C 1.9807 1.3558 0.2627
H -2.9344 8.5670 5.0919
H 3.0740 5.8725 -9.5317
H 0.7440 -1.6209 -0.2574
N -3.2534 1.9720 -0.8439
O 1.1853 -5.1563 5.2415
C 2.7978 4.8357 -9.3401
C 0.7827 -8.3375 2.4721
H 4.5874 4.9129 -0.5142
H -2.4998 -2.9564 -4.1890
H 3.5313 -1.0793 -6.8233
H -0.2209 4.6033 -3.4947
H 2.5993 1.0305 1.0992
H -10.6041 -0.0331 4.0296
N 4.0448 -3.1358 -6.7358
C -3.5259 -6.5564 2.2350
C 3.3991 -1.9646 -6.2014
H -3.6335 -5.0130 -4.1367
O 3.9391 -1.4106 2.5456
O 6.6632 -4.8753 -6.2165
C -3.5576 6.8254 3.8709
O -5.0645 -2.2518 5.0447
C 3.2408 -8.2328 4.2003
C -2.6374 0.7077 -1.0269
H -0.8175 1.0917 -4.7410
C 2.5194 -1.4689 4.5528
H -2.4735 -6.2492 -5.7276
H 0.9752 -9.3301 2.0651
H 6.0468 -5.9386 -2.2698
C 5.3033 -5.3610 -1.7206
H -4.0086 -3.1430 3.5586
H -2.8802 4.8228 -1.5605
O 5.2763 3.0972 2.3369
H 2.5086 -5.4776 -1.0983
H -0.3252 -7.0053 -0.1111
O 3.4921 4.2894 -8.2487
C 5.5136 -2.9924 -6.9871
O 4.0465 -5.2571 0.4554
H 2.0552 -4.7173 7.0422
N 2.6995 -0.0520 4.8141
O -0.3692 -2.8755 5.0247
O 1.2035 -1.3475 -5.0910
H -4.0810 -1.9810 6.8956
H 2.5909 2.4903 5.3965
H 3.1861 7.6672 -4.0388
H 1.7916 1.5339 -5.4999
H -5.2914 2.9353 1.5927
H 7.3802 -3.8480 -7.8526
C -2.9387 5.7853 -6.1410
N 5.7141 -3.9792 -1.5361
O 2.4898 2.3237 -0.6064
H 1.8029 -9.0668 5.5432
H 4.0814 -6.4886 6.4203
H 4.1191 7.6335 0.7277
C -2.1231 -3.7672 -3.5656
H -7.4229 4.1660 -0.8491
H 0.7347 0.1809 4.8615
H -2.9996 7.3204 3.0761
H 3.5717 -8.4107 3.1771
H -3.5452 0.1062 -1.0741
H -3.3690 -5.5350 1.8882
H -0.1572 -7.9569 2.0722
H 6.0812 -1.4705 -3.6181
C -0.4246 5.6740 -3.4897
H -7.0581 0.9025 7.2935
O -1.0222 -8.6339 -1.2283
C 2.3339 -5.1412 6.0774
H 7.2384 -6.6880 -7.0162
H 4.3788 1.3561 2.0397
H -1.6611 -4.0697 1.1964
H -1.7512 4.1176 4.1647
H -0.8048 0.8344 -2.2053
H 4.9131 -2.9511 1.4293
C 0.5115 -0.8257 1.3624
O 1.4209 2.2951 3.6516
H -2.4250 1.0881 -5.4857
O -8.5649 0.5815 4.2781
H -2.1905 -2.6034 -1.8012
C -1.8564 0.7915 -4.6043
H 2.3075 4.1798 3.8352
H -4.7691 5.1490 -8.2979
H -0.3468 -5.3807 6.6527
C -4.8338 -1.5458 6.2384
H -4.6559 -0.4828 6.0753
H -6.3869 6.4784 -0.3246
H 8.4675 -5.5320 -6.3530
H 5.8013 1.1304 -2.4078
H -3.0177 2.3218 5.0936
H 0.1969 -6.9143 5.7583
H -4.7074 6.1412 0.0053
H 2.3861 -2.0502 5.4652
H 2.6895 -0.5907 -0.4287
C -7.2648 0.4249 6.3357
H 1.0558 1.7209 0.7093
O 2.7901 6.0434 1.0002
N -5.3816 2.1760 0.9329
H -10.3802 1.6225 4.1718
C 1.3533 -6.4141 -4.5478
C -4.5738 8.4598 7.1856
H -9.8073 0.8680 2.7410
H -0.3611 -2.8164 5.9801
H 3.6168 -3.1664 3.6850
H 6.7323 -1.5406 -2.0041
H 2.1233 -9.9732 4.0897
H 1.4890 0.3968 6.4859
H 3.6643 6.4758 -5.1460
C 5.0147 -1.9120 1.7422
C 7.4840 -5.9833 -6.2217
C 3.7372 6.7655 0.1902
H -0.3035 5.7174 -5.4251
C -6.5127 2.4533 0.0887
H -0.7734 -4.2534 2.6425
H -2.5697 6.6204 1.1483
H -0.1367 -5.6692 -6.5612
H -2.7921 -8.5621 -2.2731
H 2.3282 -0.9907 -3.4464
H 4.9719 -1.2545 0.8739
C -1.9097 6.6469 0.2812
H -4.7097 6.7824 -7.7760
H -5.3736 9.1668 6.9654
H -2.3566 5.2408 -6.8844
H 4.3679 1.2307 -1.5074
H -3.0129 4.3106 2.9687
H -1.8579 -7.2493 -2.5927
O -2.7069 5.8290 4.4713
C -8.6221 0.7603 5.6862
C 5.5029 4.3101 -7.0116
H -2.0639 1.7079 3.6159
H -1.7221 -8.4364 4.2745
H -9.4008 0.1703 6.1696
C 5.2396 0.5910 -1.6451
O -4.3317 5.3687 -6.2232
H -6.0086 7.2823 8.3831
N 5.6090 5.6491 1.0693
C 1.6308 2.0987 5.0604
H 0.2247 0.0241 1.9818
H 5.9396 -4.9142 -8.0889
H -4.4830 8.6910 4.5004
O 1.2663 4.5434 -6.6404
H -1.5390 2.9787 -1.6533
H 4.9196 5.3907 1.7607
C -5.7132 6.0441 0.4141
H -5.0378 8.6348 9.1282
N -3.6440 -8.0913 0.1707
H 3.8084 6.2135 -3.3578
H -1.9386 -0.2920 -4.6901
H 2.8613 0.3615 3.9070
H -5.9001 0.1293 1.2374
H 1.8753 -6.4117 -5.5047
H 4.3617 -3.0785 -2.8927
H 3.5555 -3.3450 -7.5943
H 6.5228 3.0597 -5.0097
H -4.0399 1.9901 -0.2104
H 7.2338 4.6308 1.8805
O -6.1650 4.7454 0.8154
H -3.0974 -1.9434 4.4268
H 5.9593 -3.5440 -3.5694
H -2.7496 0.7022 4.8924
H -2.3640 -4.5290 -6.0726
H -1.0477 -3.5932 -3.5283
O -1.5568 5.2772 -0.0906
H -3.2101 -7.5732 4.5414
H -2.9804 6.8742 -6.1142
H 6.7669 2.3909 0.8652
H 2.6051 1.1873 -3.9264
H 3.3282 7.1114 -0.7591
H -1.5037 5.2995 2.9023
C -4.2800 0.6873 2.5490
H 1.3120 7.5129 0.7906
C -2.1315 2.9694 -0.7384
H 2.3214 -6.4750 4.0993
C -4.4986 -2.9032 -0.8739
C 3.7462 -2.0931 3.8236
H 1.1679 3.9461 -1.0632
C -3.8131 7.9438 4.9259
C -6.0844 -1.5558 7.1683
C 0.8943 6.5006 -3.2928
H -6.3538 -2.5619 7.4897
H -1.5042 2.7038 0.1124
H -2.8083 -8.4479 0.6118
H -3.9251 6.5923 6.2995
N -0.9918 6.0509 -4.7655
C 6.4314 -4.1902 -7.4393
C 3.1869 6.5854 -4.1723
H -5.8297 6.6250 1.3291
C -4.9897 5.7841 -7.4399
H 5.9281 1.2291 2.9660
H 5.5442 1.5722 -4.9554
H 1.0892 6.3553 2.1297
H -0.7461 -5.6563 4.9796
H 0.7376 7.5433 -3.5689
C 5.0129 1.7996 2.8073
H 0.8135 -8.2519 -0.3085
H 1.6388 -7.2855 -3.9585
H 2.9959 4.1259 -10.1433
H 5.8211 0.4878 -0.7290
H 1.6416 -5.5460 -3.9550
H 5.8916 -5.8351 0.3568
H -3.3565 -3.4436 5.2272
C 2.7136 1.6129 -4.9239
H 4.5549 4.3363 -4.3074
C -2.1331 -7.8743 -1.7431
H -3.6867 9.0846 7.2896
C -2.6183 -8.0709 3.7732
C 1.5499 3.6605 3.2484
H 1.3878 -2.0906 -6.8249
H 0.9301 2.4796 -1.9601
H -1.0449 7.2868 0.4564
H -1.9468 4.2661 -4.9623
H 4.5288 1.8776 3.7807
H -6.0398 5.7734 -7.1479
H 5.2941 3.6423 -9.0834
H -2.4472 -6.4010 -0.2333
O -2.4269 1.2002 -3.4168
H -2.4432 7.0819 -0.5639
H -6.4763 1.8825 -0.8392
H 4.0317 -8.6799 4.8025
H 4.3499 -5.4538 -2.2408
H 1.7169 4.8606 -9.2017
C 1.6981 3.0964 -1.4933
C -2.2632 4.8533 3.5444
H 5.9859 -2.7876 -6.0264
H -5.0549 -6.6664 0.7447
C -4.5852 6.1218 10.0754
H 2.4244 -7.1274 6.5176
C -3.0941 -7.1169 -0.7403
C 1.8194 6.9270 1.5570
H -0.1071 -4.4744 -5.1162
H 0.8505 2.6307 5.6048
H 0.0408 -3.7189 4.8330
O -4.0639 6.8361 9.0078
H -5.9449 -1.0891 8.1434
H -2.1978 -4.3878 -1.5192
C 4.8899 4.4325 -8.4507
H -3.8721 -3.2009 -0.0331
C 2.6847 -5.2868 -0.0397
H -1.0811 5.9739 -2.6729
H -5.6218 3.9731 -1.0214
H 2.0540 -6.0631 0.3934
H 4.5052 2.9911 -3.3260
C -9.8570 0.7328 3.8214
H 1.6193 0.2725 -1.5596
C -5.0325 7.7573 8.4816
H 2.2512 7.6399 2.2595
C -0.6490 -4.2482 1.5596
H -4.8359 6.7192 10.9519
H 0.6500 4.1910 3.5595
C -1.8375 0.5128 -2.3402
H 5.2338 5.3968 -8.8251
H 7.4119 -6.5073 -5.2687
O 0.7491 -8.3842 3.8907
H 5.2803 2.9944 0.3154
O -2.3791 -7.2856 2.5847
H -3.4549 4.3709 0.0909
H 1.6682 -1.6054 3.8858
H 2.9160 -4.3779 5.5610
O 0.1492 -3.1226 1.0556
H 1.1798 6.5269 -2.2412
H 4.1261 2.8487 -6.6788
H -4.9928 -8.1102 1.7577
C -2.5714 -3.5690 -2.1340
H 5.6263 6.2389 -0.9151
C 1.3714 -1.4414 -3.7100
H 5.1508 5.0835 -6.3291
N -7.2886 -1.0116 6.5245
H -3.4474 0.7171 1.8462
H -1.3774 -1.8440 1.0838
C 1.9358 -8.9675 4.4659
H -6.2815 1.1872 2.6129
C -6.4766 3.9696 -0.3451
N -4.4678 7.4230 6.1111
H 5.1838 -3.6108 -0.7595
H 4.5973 -1.9594 4.4912
H 0.4682 -7.2875 -1.7227
H -5.5374 -3.2203 -0.7828
N 3.2053 -6.7707 4.4883
H -4.1520 -6.3668 3.1068
H -3.8467 5.3833 10.3873
H 2.2424 3.6399 -2.2656
*
```



[2]
Entry from OMol25: a structure of composition C4H12O4Sn in a non-equilibrium geometry (ωB97M-V/def2-TZVPD).

Results
Kohn-Sham gap: 2.1 eV
LUMO energy: -12.83 eV
ΔE to the lowest compared entry with this formula, charge and spin: 132.7 kcal per mole

ORCA input file:
```
! RIJCOSX wB97M-V def2-TZVPD def2/J DEFGRID3
* xyz 2 1
H -0.1180 4.2617 -2.7271
C -1.0327 -4.2719 1.5289
O 1.6323 1.8276 -1.2795
H 0.8459 -4.0092 2.0522
Sn 1.7041 2.5651 3.4557
H -0.5013 -2.6650 0.2700
H -0.4175 2.1333 -1.4828
H 0.6373 5.4975 -1.0357
H -1.7995 -2.0357 2.7570
H 2.2693 1.5866 -1.9560
O 0.5866 4.5467 -0.9135
H 1.6378 4.1381 -2.7377
O -0.9459 -2.0555 2.3180
H -1.6112 -4.9374 0.8882
H -2.1671 -2.7601 0.7203
C 0.5304 2.3598 -1.9709
C 0.7404 3.8757 -2.1773
H 0.3697 1.9060 -2.9488
O 0.3133 -4.6840 1.6249
H -1.5165 -4.4564 2.4881
C -1.1574 -2.8230 1.1260
*
```



[3]
Entry from OMol25: a cluster of 2 separate species, C2F4OS in total in a non-equilibrium geometry (ωB97M-V/def2-TZVPD).

Results
Kohn-Sham gap (alpha / beta): 8.0 / 8.0 eV
LUMO energy (alpha / beta): -3.89 / -3.89 eV
ΔE to the lowest compared entry with this formula, charge and spin: 103.6 kcal per mole

ORCA input file:
```
! RIJCOSX wB97M-V def2-TZVPD def2/J DEFGRID3
* xyz 0 1
O -2.8035 0.1682 -0.2804
F 1.6621 0.6216 0.7286
F 1.3608 -1.4620 0.1088
C -0.3337 -0.0362 0.0071
C 1.0165 -0.2444 -0.1117
F -0.7740 1.4932 1.5802
F 1.5263 0.0684 -1.3683
S -1.6544 -0.6087 -0.6643
*
```



[4]
Entry from OMol25: a structure of composition C4H6S3 in a non-equilibrium geometry (ωB97M-V/def2-TZVPD).

Results
Kohn-Sham gap: 7.9 eV
LUMO energy: -1.06 eV
ΔE to the lowest compared entry with this formula, charge and spin: 96.8 kcal per mole

ORCA input file:
```
! RIJCOSX wB97M-V def2-TZVPD def2/J DEFGRID3
* xyz 0 1
H -0.7074 -0.6294 1.4744
C -0.0961 -1.0579 0.5709
H -2.4366 0.7383 0.5771
H -0.0443 -2.3553 0.6829
S 2.3161 -0.3953 -0.6374
H -0.4672 -1.0140 -1.4014
H 2.3709 1.0962 -1.5986
S 0.2698 2.5740 -0.1265
C -0.0393 0.9000 -0.2920
S -2.6707 0.0406 -0.5357
C 0.9552 0.0303 0.4246
H 1.4478 0.3807 1.4281
C -0.8980 -0.3083 -0.5664
*
```